Entry 1:
Here is a structure of composition C27H31NO8P4RuS from the Open Molecules 2025 dataset. Energies are from ωB97M-V/def2-TZVPD.

The expectation value of S² is 6.01. As for the HOMO-LUMO gap (spin up / spin down): 8.94 / 7.17 eV. As for the charge: +2. Its spin multiplicity is 5.

Cartesian coordinates (Å):
Ru1 -0.63350 0.82129 0.24227
S1 -0.35705 3.37171 2.49693
P1 -1.77515 -0.96475 1.43674
P2 1.80559 -0.87963 -1.60659
P3 -0.31431 -2.63679 -0.47314
P4 1.35258 1.94114 -1.30101
O1 -1.26683 2.46773 1.66040
O2 -0.13178 2.57197 -1.53681
O3 1.47161 -1.90837 -2.75989
O4 0.84589 -1.53852 -0.39254
O5 3.17212 -0.72254 -1.18116
O6 0.92578 0.38026 -1.94349
O7 2.39396 2.54374 -2.10029
O8 1.38700 1.66544 0.18168
N1 -1.08017 -2.52490 1.02990
C1 0.37489 -4.27142 -0.56442
C2 -2.97216 -1.80513 -4.09884
C3 -2.53601 -3.08769 -3.80532
C4 -0.22655 -3.03112 2.15587
C5 -0.03185 -6.63371 -0.37246
C6 0.11258 4.70871 1.38869
C7 2.20218 -5.80813 -0.75237
C8 -4.04134 -1.97849 0.02854
C9 -5.74885 -0.49590 -0.79740
C10 -0.51101 -5.33750 -0.36583
C11 -3.71895 -2.01399 4.84752
C12 -1.83953 -0.96358 -2.15691
C13 -3.33714 -1.93834 3.51986
C14 -3.35359 -0.88638 0.54462
C15 -3.87871 0.40491 0.40233
C16 -1.74824 -3.31157 -2.68778
C17 -1.52995 4.27121 3.52804
C18 1.73497 -4.50364 -0.75267
C19 -5.23461 -1.77735 -0.64754
C20 -1.57065 -0.39557 4.13060
C21 -1.96268 -0.47798 5.45775
C22 -2.25738 -1.12976 3.16583
C23 -3.03623 -1.28189 5.81253
C24 -2.62222 -0.74431 -3.27137
C25 -5.07718 0.59672 -0.26629
C26 1.32508 -6.86794 -0.56804
C27 -1.40043 -2.25235 -1.84762
H1 -2.96909 0.25532 -3.49756
H2 -0.76415 5.00828 0.81708
H3 3.25932 -5.99147 -0.88778
H4 -1.38869 -4.30941 -2.47751
H5 -2.00501 3.54676 4.18656
H6 -2.79774 -3.91355 -4.45245
H7 -3.57683 -1.62621 -4.97766
H8 -5.49230 1.59124 -0.36248
H9 2.18822 -2.00174 -3.41372
H10 -3.36657 1.25252 0.85633
H11 -2.27709 4.75969 2.90568
H12 0.88693 4.32005 0.73105
H13 1.70128 -7.88199 -0.56692
H14 -0.71342 -7.45849 -0.21539
H15 0.51682 -2.29455 2.47193
H16 2.42094 -3.67548 -0.87840
H17 -0.97779 4.99954 4.12162
H18 -3.34953 -1.33719 6.84642
H19 -1.43400 0.08090 6.21828
H20 -3.87114 -2.49918 2.76345
H21 0.50917 5.54110 1.96853
H22 -4.55687 -2.63735 5.12914
H23 0.28784 -3.93689 1.85372
H24 -0.87200 -3.26740 2.99664
H25 -3.63776 -2.97717 0.14384
H26 -1.56299 -5.14086 -0.18892
H27 -0.73522 0.23089 3.83872
H28 -5.76900 -2.62440 -1.05762
H29 -1.60029 -0.10433 -1.52990
H30 -0.16411 3.07313 -2.36892
H31 -6.68403 -0.34757 -1.32091

Entry 2:
Here is a cluster of 2 separate species, C5H8N in total from the Open Molecules 2025 dataset. Energies are from ωB97M-V/def2-TZVPD.

The relative energy (zero: lowest compared OMol25 entry of this formula, charge and spin) comes out at 875.7 kJ/mol. As for the HOMO-LUMO gap: 8.26 eV. As for the charge: +1.

Cartesian coordinates (Å):
N1 -0.85826 -2.61428 0.03479
C1 -0.32168 3.28989 -0.03345
C2 0.49685 2.11295 -0.14894
C3 -0.19041 -0.35858 -0.05375
C4 0.07200 0.87774 -0.01078
C5 0.36896 -3.25789 0.10864
H1 -1.23172 -2.47029 0.93581
H2 0.17240 -4.39856 -0.01229
H3 1.49283 2.37219 -0.36551
H4 0.07553 4.27425 0.16988
H5 -1.33264 3.02060 0.38125
H6 0.92064 -3.37159 -0.94070
H7 1.10938 -3.21444 0.85523
H8 -0.77388 3.73802 -0.92020

Entry 3:
Here is a cluster of 2 separate species, C11H13N3 in total from the Open Molecules 2025 dataset. Energies are from ωB97M-V/def2-TZVPD.

The relative energy (zero: lowest compared OMol25 entry of this formula, charge and spin) comes out at 308.2 kJ/mol. As for the HOMO-LUMO gap: 9.24 eV. Its SMILES is CCCC(=C=N)C#N.c1ccncc1.

Cartesian coordinates (Å):
N1 0.45331 1.90439 2.71055
N2 0.93655 2.17301 -1.79698
N3 -1.65840 0.94056 1.20820
C1 1.96117 -0.19655 0.57712
C2 -1.82558 1.85571 0.22511
C3 1.29176 -1.42372 0.10820
C4 0.97922 -1.30142 -1.36004
C5 -3.60410 -0.32123 0.34819
C6 -2.51448 -0.09225 1.20738
C7 0.58920 1.43493 1.60752
C8 -2.83009 1.71739 -0.76393
C9 -3.77537 0.66801 -0.65545
C10 0.94564 1.63327 -0.77375
C11 1.09183 1.04600 0.48394
H1 -0.36616 1.54492 3.19100
H2 -2.74909 2.51048 -1.47888
H3 0.21784 -1.90192 -1.74079
H4 2.94825 -0.13852 0.13514
H5 -2.33086 -0.80396 1.91587
H6 2.13234 -0.43829 1.66003
H7 -1.11646 2.55002 0.19438
H8 -4.51204 0.43374 -1.52129
H9 0.66565 -0.22620 -1.61109
H10 1.91301 -2.22471 0.42306
H11 -4.33474 -1.13613 0.38450
H12 1.80140 -1.50475 -1.93067
H13 0.38957 -1.58153 0.68146

Entry 4:
Here is an isolated molecule of C3H6IN3 from the Open Molecules 2025 dataset. Energies are from ωB97M-V/def2-TZVPD.

The relative energy (zero: lowest compared OMol25 entry of this formula, charge and spin) comes out at 0.0 kJ/mol. The expectation value of S² is 2.05. As for the HOMO-LUMO gap (spin up / spin down): 7.23 / 6.01 eV. Its spin multiplicity is 3.

Cartesian coordinates (Å):
I1 -4.36825 0.21209 0.03849
N1 -2.09264 -1.88134 0.13183
N2 -1.41296 0.39083 -0.31387
N3 -2.26120 -0.47024 -0.64935
C1 0.58054 1.41816 -0.05496
C2 1.89267 1.50897 -0.17333
C3 -0.14663 0.19986 -0.11889
H1 2.39932 2.47446 -0.16308
H2 0.11205 2.31121 0.17107
H3 -1.65729 -2.46975 -0.54887
H4 0.26461 -0.79784 -0.10470
H5 -2.99016 -2.25952 0.45971
H6 2.65474 0.75691 -0.22584

Number 1: largest force on an atom 1.63 eV/Å. Number 2: largest force on an atom 4.91 eV/Å. Number 3: largest force on an atom 5.94 eV/Å. Number 4: largest force on an atom 4.57 eV/Å.